[1]
C3H3O2Yb | wB97M-V/def2-TZVPD

Geometry as XYZ:
```
9
Properties=species:S:1:pos:R:3:mulliken_spin:R:1
H 2.033 1.651 -0.647 0.036
O 0.957 -0.616 0.517 0.157
H 1.110 0.771 2.062 0.031
C 2.119 0.914 0.153 0.155
C 1.034 0.681 0.972 0.546
C -1.283 1.632 0.454 0.019
Yb -0.824 -1.518 -0.476 -0.014
H 3.045 0.337 0.188 0.042
O -1.696 0.643 -0.045 0.028
```

DFT total energy   -1424.46735 hartree
Lowest unoccupied orbital energy (alpha / beta)   -10.075 / -10.028 eV
Relative energy (zero: lowest compared OMol25 entry of this formula, charge and spin)   2.9904 eV
Spin multiplicity   2
Charge   +2

---

[2]
C4H9NO3 | wB97M-V/def2-TZVPD

Geometry as XYZ:
```
17
Properties=species:S:1:pos:R:3:nbo_charge:R:1
H 0.894 -2.712 1.984 0.206
C -0.171 -0.953 1.922 0.059
C 0.290 -2.133 1.104 -0.159
C 0.944 1.663 -1.702 -0.286
H -0.631 -2.618 0.602 0.214
N -1.064 -0.041 1.697 -0.123
H 0.429 -0.920 2.834 0.187
H -1.533 2.028 0.111 0.171
H 2.081 1.288 -1.588 0.224
H -1.669 0.925 -1.324 0.167
O -1.568 -0.088 0.388 -0.423
O 0.967 -1.702 -0.151 -0.738
H 0.540 -0.976 -0.522 0.489
H 0.887 2.797 -1.452 0.192
H 0.582 1.455 -2.886 0.189
C -1.193 1.081 -0.383 0.232
O 0.214 0.909 -0.634 -0.601
```

DFT total energy   -438.10459 hartree
Lowest unoccupied orbital energy   0.831 eV
Relative energy (zero: lowest compared OMol25 entry of this formula, charge and spin)   6.1083 eV

---

[3]
C19H30F6NO16P3 | wB97M-V/def2-TZVPD

Geometry as XYZ:
```
75
Properties=species:S:1:pos:R:3:lowdin_charge:R:1
O -3.484 -8.822 2.063 0.146
O 1.470 4.697 -5.771 0.077
O -2.150 -1.113 3.175 0.146
H -0.998 -4.381 2.331 0.175
F -0.183 -5.252 0.714 0.075
H 3.024 0.196 0.275 0.079
H -0.789 -3.161 -0.482 0.150
H 3.461 1.082 1.951 0.078
O -0.627 -1.891 1.126 0.034
O -1.080 -1.320 -6.284 0.145
H -2.189 -3.155 0.615 0.152
F 1.940 1.369 -5.163 0.080
C -3.572 -7.465 1.968 -0.498
H 2.272 3.636 -4.204 0.124
F 2.867 3.447 -2.013 -0.171
C -2.612 0.246 6.222 -0.331
C -0.441 -4.129 1.422 -0.330
H 3.562 5.176 2.324 -0.077
H -1.596 -7.916 3.882 0.151
C 1.764 2.457 -5.946 -0.323
H -2.764 2.309 5.606 0.148
H -1.802 2.393 -0.810 0.060
O -0.706 4.685 -6.475 0.146
C 3.940 2.388 0.047 -0.223
H 0.693 0.576 0.719 0.045
O 1.276 -1.361 2.279 0.116
H 0.768 5.173 -0.473 -0.011
H 1.592 4.465 1.742 -0.020
C 0.296 4.087 -6.118 -0.498
C -1.393 -0.629 -5.329 -0.499
P 3.323 5.718 0.159 0.517
P -0.165 3.018 0.582 0.665
H 4.827 0.412 0.777 0.085
H -3.172 1.151 -4.129 0.152
O -2.398 -6.856 2.316 0.055
F -2.370 -0.181 -2.191 0.072
O -4.574 -6.868 1.611 0.149
O -1.556 -1.104 -4.062 0.139
O 0.788 -3.532 1.770 0.145
H 1.830 2.017 -0.791 0.097
P 1.638 4.293 0.319 0.454
H -0.506 -7.688 2.495 0.144
O -1.614 0.720 -5.397 0.064
C -1.543 0.039 -3.237 -0.341
N 4.017 5.790 1.620 -0.408
H 4.439 3.132 0.801 0.092
H -0.525 0.220 -2.876 0.172
C 0.382 1.401 1.515 -0.336
H 1.311 1.736 2.184 0.047
C 2.558 2.930 -0.650 -0.450
H 2.900 7.058 -0.214 -0.025
H -1.694 2.102 -3.853 0.138
H -4.241 1.358 5.331 0.151
O -0.825 2.624 -0.996 -0.453
C 2.325 3.676 -5.297 -0.075
H -0.495 1.026 2.231 0.044
H 4.270 5.225 -0.816 -0.020
H 3.361 3.865 -5.591 0.148
C -2.462 -0.422 4.130 -0.484
O -2.626 -0.897 5.397 0.148
H 2.158 2.262 -6.949 0.180
F -3.440 0.026 7.268 0.082
O -2.683 0.926 4.062 0.066
C 0.544 -2.191 1.767 -0.504
H 4.727 2.252 -0.840 0.131
C -2.077 1.114 -4.122 -0.074
H -1.594 0.427 6.583 0.179
O 0.384 2.731 -6.023 0.126
F -1.928 -10.183 2.923 0.082
C 3.770 0.927 0.826 -0.130
C -1.542 -7.876 2.789 -0.078
C -2.103 -9.095 2.140 -0.330
H -1.710 -9.291 1.137 0.179
C -3.147 1.320 5.338 -0.073
C -1.098 -3.100 0.567 -0.064
```

DFT total energy   -3623.66921 hartree
Lowest unoccupied orbital energy   0.207 eV

---

[4]
C26H30N9O4Sn | wB97M-V/def2-TZVPD

Geometry as XYZ:
```
70
Properties=species:S:1:pos:R:3:nbo_charge:R:1
H 0.791 3.737 3.813 0.204
C 1.001 2.547 2.072 0.139
H 4.400 3.997 4.735 0.204
C -2.543 2.223 2.485 -0.353
C -4.617 -1.064 1.970 -0.419
H -3.124 3.447 0.695 0.204
C -1.260 1.918 2.873 -0.035
C 3.701 2.927 2.350 -0.181
H 1.168 -3.967 -0.154 0.186
C 3.191 -1.524 -2.525 -0.101
C -2.259 -1.920 -2.249 -0.353
N 0.611 -2.141 0.835 -0.876
H -5.138 -2.258 0.341 0.409
H 4.784 -2.832 -3.144 0.206
C -3.492 -1.284 -1.608 0.790
C 1.983 0.347 -0.691 0.152
N -0.716 0.964 -1.858 -0.333
H -5.553 -1.047 2.531 0.182
H 1.280 1.878 -4.211 0.219
H 1.693 -0.820 -3.899 0.212
H -2.047 -1.334 -3.154 0.206
C 2.865 3.484 3.312 -0.115
O -0.788 -4.159 -1.632 -0.725
C -1.534 1.731 -2.558 -0.019
H 2.759 4.244 5.329 0.205
C 2.119 -0.727 -2.905 -0.210
N -1.103 -1.888 -1.363 -0.895
H 3.461 5.379 4.181 0.203
H -2.441 -4.162 -0.315 0.425
H -4.538 -0.172 1.347 0.218
H -3.785 -1.069 2.670 0.226
C -0.469 -3.052 -1.168 0.652
C 1.833 1.913 1.111 0.179
N -3.346 -3.897 0.055 -0.838
C 1.503 3.285 3.130 -0.202
O -2.317 -2.536 1.566 -0.728
N -0.424 2.470 1.968 -0.189
C 3.068 -0.490 -0.329 -0.249
N 1.275 1.187 0.110 -0.671
Sn -1.204 -0.305 0.185 1.504
H 0.049 -2.636 1.522 0.396
C -3.339 -2.873 0.955 0.799
H -1.256 2.928 -4.424 0.222
C 3.647 -1.378 -1.216 -0.210
H -0.873 1.339 3.695 0.222
H 1.474 -1.816 1.250 0.380
O -4.621 -1.695 -1.884 -0.726
H -4.075 -3.870 -0.642 0.396
C 1.549 0.179 -2.028 0.137
H -3.462 1.916 2.955 0.223
O -3.237 -0.319 -0.796 -0.896
C -2.371 3.003 1.327 -0.067
H -2.551 1.860 -2.223 0.235
H 3.861 -2.148 -4.481 0.206
H 4.774 3.087 2.427 0.192
H 3.440 -0.436 0.685 0.207
C 3.398 4.319 4.446 -0.613
H 4.470 -1.999 -0.874 0.200
H 1.558 -2.445 -0.983 0.234
H 3.176 -3.448 -3.512 0.216
C -0.869 2.260 -3.676 -0.343
H 3.918 1.795 0.570 0.207
C 3.218 2.180 1.294 -0.288
N -1.091 3.145 1.016 -0.240
C 3.783 -2.540 -3.465 -0.617
H -2.491 -2.935 -2.559 0.232
N -4.551 -2.272 1.165 -0.639
C 0.407 1.746 -3.595 -0.031
C 0.819 -2.952 -0.358 -0.309
N 0.461 0.975 -2.492 -0.160
```

DFT total energy   -2017.02922 hartree
Lowest unoccupied orbital energy   2.779 eV
Relative energy (zero: lowest compared OMol25 entry of this formula, charge and spin)   0.2376 eV
Charge   -1

---

[5]
C48H55N8O6PtS2 | wB97M-V/def2-TZVPD

Geometry as XYZ:
```
120
Properties=species:S:1:pos:R:3:lowdin_charge:R:1
C -0.085 3.581 3.559 0.007
C -7.649 -0.624 -0.129 -0.068
C -2.629 -3.468 -0.200 -0.068
H 2.331 0.531 -2.164 0.035
H -2.894 -3.790 2.493 0.093
C -0.518 -3.097 1.188 -0.148
C 5.274 1.945 0.699 0.022
C 0.420 -2.196 1.722 -0.182
H 3.614 3.717 -2.233 0.088
N 0.013 2.160 -1.011 -0.056
H -6.517 -2.459 2.479 0.111
C 0.652 2.344 -3.404 -0.135
H 2.540 2.850 -4.109 0.128
C -0.047 -0.187 2.945 -0.496
H 2.507 2.981 -1.082 0.051
C 2.764 1.059 -3.014 -0.046
C -2.043 2.234 -4.112 -0.031
H -0.868 -5.145 0.676 0.110
H 3.086 -3.008 4.578 0.085
H 3.410 -1.302 4.882 0.087
H -5.879 2.668 1.259 0.155
H -3.589 -3.009 -0.443 0.085
H -3.725 -2.282 2.064 0.048
C -6.042 0.605 1.158 -0.275
C -6.917 0.534 0.084 -0.035
C 1.079 -4.879 1.524 -0.063
C 2.722 -1.995 4.396 -0.040
H 1.623 -5.068 -2.495 0.123
C 2.925 1.206 0.690 -0.512
C -6.626 -1.623 1.801 -0.071
C -7.498 -1.707 0.724 -0.074
C -0.133 3.296 -0.257 -0.471
H -8.332 -0.680 -0.966 0.109
H -1.941 -1.622 0.586 0.023
O 7.657 -1.244 -2.155 0.111
N 0.065 -0.806 1.734 -0.059
H 3.840 1.139 -2.857 0.079
H 4.483 -2.842 2.495 0.082
H 2.341 -0.680 2.747 0.112
C -0.065 2.229 3.880 0.055
N 6.477 -1.120 -1.929 -0.338
H -0.080 1.868 4.898 0.136
O 2.604 2.088 1.436 0.123
H -2.833 -4.494 0.113 0.077
H 2.856 -4.294 -0.631 0.111
H 3.819 -3.231 -1.680 0.099
O -0.161 -0.721 4.028 0.104
S -2.917 0.680 1.463 0.818
C -0.336 2.252 -2.411 -0.191
O -0.331 4.420 -0.667 0.104
H -0.096 4.315 4.353 0.124
H -4.201 4.008 1.800 0.123
C -1.944 -2.666 0.901 -0.408
H -2.588 3.381 1.812 0.072
H -3.089 2.215 -4.389 0.113
C 2.662 -1.715 2.890 -0.359
H -3.966 3.782 -2.737 0.085
H -3.317 0.113 -2.048 0.075
C -3.818 1.084 -2.010 -0.054
C -1.082 2.288 -5.098 -0.055
H -5.235 -0.384 2.877 0.106
H -4.553 1.041 -1.205 0.045
O 2.107 0.254 0.197 -0.208
H 2.907 -4.346 2.484 0.115
H 2.660 -4.094 -3.556 0.125
C -4.007 1.968 1.517 -0.782
C -2.822 2.217 -1.756 -0.389
H 1.957 4.318 -2.079 0.087
C 4.057 -1.861 2.278 -0.047
N -5.334 1.826 1.373 0.074
O 5.599 -1.813 -2.413 0.058
C 2.813 -3.558 -1.429 -0.078
C 1.652 -2.629 2.218 -0.137
H 4.943 2.729 1.366 0.129
H -7.017 1.378 -0.588 0.117
C -0.106 4.008 2.231 0.027
C -5.902 -0.464 2.029 -0.056
C 2.041 -4.076 -2.662 -0.082
H -2.237 -2.236 3.023 0.077
C 2.146 2.447 -3.173 -0.345
H 1.740 -1.893 4.853 0.072
C -3.533 3.576 -1.755 -0.043
H 4.737 -1.114 2.692 0.092
N -0.024 1.776 1.601 -0.078
C 6.601 1.861 0.304 -0.024
N -3.573 3.229 1.686 0.143
C -1.698 2.225 -2.765 -0.146
C 6.063 -0.053 -1.001 -0.119
H 8.035 0.761 -0.878 0.128
H -2.029 -3.503 -1.113 0.063
H -4.347 3.579 -1.027 0.059
H 7.319 2.584 0.664 0.118
C -2.748 -2.746 2.205 -0.048
H 2.598 0.455 -3.909 0.092
H 1.010 2.434 -5.504 0.117
Pt 0.146 0.453 0.134 1.346
H 2.210 -1.823 -0.212 0.091
C 0.250 2.355 -4.736 -0.029
C -0.065 3.049 1.241 -0.193
C 1.960 -3.986 2.104 -0.038
C -0.159 -4.433 1.076 -0.020
H 1.340 -5.927 1.449 0.111
H -0.139 5.052 1.951 0.136
C 4.342 1.019 0.237 -0.120
H 0.237 -3.121 -3.489 0.149
C 0.978 -2.200 -1.806 -0.719
H -2.841 4.384 -1.516 0.078
H -4.359 1.224 -2.947 0.081
C 7.009 0.852 -0.553 0.029
C -0.039 1.320 2.840 -0.198
H -8.067 -2.612 0.558 0.108
H 4.040 -0.707 -1.024 0.099
N 0.964 -3.087 -2.797 0.051
S -0.210 -0.966 -1.705 0.772
N 1.996 -2.413 -1.002 0.080
H -1.367 2.303 -6.142 0.110
H 4.044 -1.739 1.193 0.055
C 2.575 3.420 -2.075 -0.036
H -2.409 2.051 -0.763 0.046
C 4.737 0.011 -0.627 0.016
```

DFT total energy   -3667.11433 hartree
Lowest unoccupied orbital energy   -5.288 eV
Relative energy (zero: lowest compared OMol25 entry of this formula, charge and spin)   0.0000 eV
Charge   +1

---

[6]
C5H5FN2 | wB97M-V/def2-TZVPD

Geometry as XYZ:
```
13
Properties=species:S:1:pos:R:3:nbo_charge:R:1
H 1.035 -2.823 -0.314 0.225
H -2.119 -0.674 1.027 0.242
C 2.014 -0.805 -0.325 -0.183
H 2.800 -0.347 0.287 0.206
C -1.238 -0.356 0.496 -0.429
H 2.394 -0.992 -1.316 0.207
C -0.008 -0.910 0.322 0.167
N 0.170 1.188 -0.489 -0.314
C -1.032 0.929 0.003 0.516
N 0.757 0.015 -0.228 -0.144
H 1.506 -2.231 1.291 0.223
F -1.932 1.888 -0.093 -0.302
C 1.144 -1.916 0.316 -0.414
```

DFT total energy   -402.82948 hartree
Lowest unoccupied orbital energy   0.842 eV
Relative energy (zero: lowest compared OMol25 entry of this formula, charge and spin)   1.5789 eV